## A
Here is a structure of composition C47H56FN4O5P2SW from the OMol25 dataset. Energies are from wB97M-V/def2-TZVPD.

Frontier orbital gap (spin up / spin down), eV: 5.89 / 5.66
Multiplicity: 3
LUMO energy (spin up / spin down), eV: -7.3853 / -7.6169
Net charge: +3

Each line ends with the Mulliken charge.
Cartesian coordinates (Å):
H  -1.65668  13.93952  26.57219  0.4842
H  4.91913  -2.84570  22.77972  0.4195
C  5.93962  -1.11671  23.45565  -0.9298
W  0.27404  6.91519  27.15562  0.6570
H  6.59304  -0.88266  24.32377  0.3684
C  -1.80276  9.83561  24.15944  -0.0946
H  2.68537  -2.05866  24.06495  0.2109
C  4.82360  10.33357  25.33090  -0.8715
H  0.27472  10.70107  29.51807  0.2621
H  -3.30246  8.31766  29.99410  0.5966
C  -3.85361  6.83260  25.52540  -1.2306
H  -2.70411  11.69110  26.37708  0.1419
H  -0.37102  11.71752  25.87283  0.5761
P  0.41747  9.04576  25.70363  0.8952
C  2.47088  10.92088  25.42704  -0.2829
C  0.93686  -0.31745  29.10913  -0.9045
C  4.74678  -0.15538  23.42750  -0.5766
C  3.80784  11.27439  25.30170  -0.7077
C  3.16146  8.60018  25.51404  -0.3429
C  -2.41920  10.32511  23.00539  -1.1567
H  -1.74482  6.88325  25.86390  -0.3181
H  -2.13679  11.18247  21.03225  0.4059
H  -4.09569  9.65875  28.20535  0.4404
N  -0.45185  9.91712  26.93185  0.5876
H  4.17929  -0.30877  22.49255  0.4081
O  0.20901  6.06253  29.33129  -0.5300
H  2.67941  6.54156  21.56254  0.4686
C  2.66893  8.08297  28.98596  -0.7731
C  1.89951  3.02931  26.20404  1.0465
C  2.78302  1.82162  24.32534  0.7122
C  1.36798  6.20636  23.25691  -0.1869
C  -1.66216  10.74857  21.92355  -0.7628
H  2.85535  -1.74656  25.79564  0.2471
C  4.49178  8.98396  25.44535  -0.7574
H  4.18149  -3.75736  24.90652  0.3847
O  1.21338  5.26345  26.15810  -0.5890
C  2.83184  0.78352  26.50279  -0.8015
C  -2.01495  11.86416  27.23430  -0.0377
O  -1.03102  5.42750  27.54534  -0.5753
C  1.23758  4.12892  26.81532  0.7887
H  1.86660  3.76636  24.14697  0.2835
H  3.09333  -0.06860  27.14657  0.5171
O  0.32399  6.82875  24.04951  -0.2951
H  3.04577  0.32664  29.11904  0.4223
C  -2.72114  7.29759  26.15811  0.0152
H  -2.38679  9.64763  25.06837  0.3476
N  5.42694  -2.54712  23.64300  -0.1446
C  3.40699  -1.73217  24.83483  -0.3865
H  2.47939  7.98603  22.59960  0.1152
C  -1.52677  9.48639  29.58397  0.8625
H  -2.40957  11.36830  28.13028  0.1022
H  5.18986  -2.52354  25.74181  0.3615
C  -2.93812  9.81328  31.51757  -0.8132
H  5.12545  0.88176  23.40938  0.4545
H  1.17057  7.49438  21.51368  0.3481
F  3.00407  1.77446  22.95683  -0.3417
C  4.56800  -2.72074  24.87041  -0.7338
H  0.87797  14.38487  27.09451  0.1958
H  0.79938  2.84958  29.99108  0.5564
H  2.88708  7.55880  25.59258  0.4082
C  -0.41689  9.64745  24.18772  0.9910
H  0.98049  5.29662  22.77931  0.5331
C  2.17343  1.89114  27.03902  0.3325
C  2.03226  0.74642  29.29297  -0.9837
H  2.13452  5.91481  23.99517  0.1633
H  -0.31140  11.96635  31.56144  0.4590
O  1.97861  7.54556  27.81472  -0.0760
C  -0.09791  5.19465  28.47193  0.6738
C  -4.02669  8.83297  27.47957  -0.1095
C  -0.96097  11.14944  31.23029  -0.6347
H  2.40077  9.14755  29.11549  0.1875
H  -0.14120  15.79795  27.62905  0.3107
C  -2.09202  10.82153  31.96297  -0.5757
C  -0.64877  10.46769  30.06281  -0.4616
H  1.10983  -1.18583  29.75727  0.3999
N  1.82080  1.89812  28.40661  0.1350
H  0.08817  11.84215  27.58545  0.1929
H  5.28908  8.22772  25.47313  0.4454
C  2.14341  9.57995  25.55565  0.8076
H  1.66870  11.68256  25.35941  0.4026
C  1.96217  7.11556  22.18395  -1.3062
C  0.39376  14.89295  27.94707  -0.8467
S  -0.73760  13.76749  28.80485  -0.0046
H  -6.01389  7.01654  25.37923  0.4337
H  2.00716  1.12715  30.33092  0.4545
C  -0.27785  10.60435  21.97373  -0.8338
H  5.86961  10.64999  25.26275  0.4025
H  3.74662  8.00851  28.83146  0.2808
H  -2.33362  11.37184  32.89055  0.4120
C  -5.15483  8.37784  26.81362  -0.9492
H  0.33380  10.91339  21.12526  0.4652
C  -1.91262  13.36633  27.48135  -1.0638
H  -3.51420  10.35983  22.96778  0.4794
C  -5.09419  7.37452  25.86408  -0.8014
C  2.14496  2.94208  24.81369  -0.5202
C  -2.80212  8.26658  27.18508  0.9393
N  3.91425  -0.37506  24.61123  0.2691
H  6.26426  -3.15659  23.74356  0.3769
H  -0.06182  0.09999  29.36235  0.3196
H  4.06388  12.32751  25.21095  0.4661
H  1.16217  15.17343  28.68160  0.3742
H  1.44868  9.97945  23.09711  0.4635
C  0.72483  3.98989  28.17080  -0.7147
C  1.10662  2.92414  28.94150  -0.1734
H  -2.88082  13.73338  27.85580  0.4985
H  6.51192  -1.04870  22.51393  0.4156
H  -6.12376  8.81975  27.05117  0.4647
H  -3.76720  6.02639  24.78636  0.5121
C  -0.62194  11.36561  26.88876  -0.6689
P  -1.25071  8.72573  27.97760  1.0861
C  0.34800  10.06669  23.08724  -0.7559
H  0.90798  -0.65875  28.05740  0.2743
C  -2.66820  9.13939  30.32779  -0.5986
H  2.38086  7.53680  29.89484  0.2758
H  -3.82908  9.55547  32.11152  0.4071
H  -0.29214  7.16237  23.37490  0.2579
C  3.19362  0.71722  25.13523  -1.2318

***

## B
Here is a structure of composition C47H56FN4O5P2SW from the OMol25 dataset. Energies are from wB97M-V/def2-TZVPD.

Frontier orbital gap (spin up / spin down), eV: 5.48 / 5.67
Multiplicity: 3
LUMO energy (spin up / spin down), eV: -7.9775 / -7.7844
Net charge: +3

Each line ends with the Mulliken charge.
Cartesian coordinates (Å):
C  -1.65758  -2.26686  -1.01054  -0.9415
C  -2.57229  4.34154  -4.33812  -0.9916
C  -1.05516  2.56390  -3.40234  -0.2347
H  -0.81257  -1.07509  -6.41381  0.1285
C  2.98134  0.96942  1.30099  -0.4469
H  -1.84741  4.47921  -5.13916  0.4224
C  0.36749  -1.13028  5.49225  -0.7228
H  2.21248  1.65267  0.95037  0.3550
C  -0.42138  1.95629  -2.26970  0.4466
N  0.11067  -1.62848  2.50139  0.6922
H  -3.35459  4.35677  -1.91373  0.6154
O  0.55690  3.10900  3.00762  -0.4088
S  3.57904  -5.61864  3.34135  -0.0683
P  1.03800  -0.23110  2.94502  0.0198
H  -3.14160  1.70704  4.98958  0.3069
H  1.37153  0.87598  -1.73251  0.5200
H  -5.96392  -0.62551  0.70222  0.4413
H  0.69095  2.81304  5.05433  0.1820
W  -0.77780  1.49234  2.07270  2.4286
H  4.40152  1.94628  0.08822  0.5321
H  -3.63910  2.64837  -5.33343  0.2510
H  5.24709  -6.16886  1.83589  0.3619
H  1.36124  -5.30804  3.98747  0.3794
C  -2.41092  3.78770  -1.94008  -0.3733
H  2.09082  -1.85306  -2.08528  0.5791
H  -2.76439  5.34619  -3.94106  0.5613
H  3.61441  -6.31586  1.00641  0.2783
H  -0.88135  1.27592  -8.49891  0.3442
H  1.36654  -1.13126  0.13528  0.2485
H  3.57362  -1.57860  3.47891  0.5496
C  -0.69989  -1.70736  -0.16641  1.1326
H  0.43118  -0.39655  -9.77314  0.3875
C  0.32931  -3.10638  2.65633  -1.0011
C  -0.87261  2.24048  -0.94907  0.9877
C  -3.85525  -0.84116  1.07423  -0.3983
C  5.08278  -0.57327  2.24561  -1.0712
H  -3.58203  0.28373  3.99148  0.2400
C  3.76735  -0.83006  2.70182  -0.1510
H  0.48100  5.38445  5.60608  0.4056
C  -3.13961  1.28232  4.01404  -0.7231
H  2.23558  -3.02162  3.52061  0.0006
C  1.25039  -0.34741  4.74315  0.8814
C  0.71433  1.19322  -2.54477  -0.1766
C  1.78673  -3.59019  2.73398  -0.1699
F  2.09604  -0.04038  -3.98307  -0.4635
C  -0.85521  0.21547  -8.21429  -0.6389
C  1.07414  -2.07603  -1.79164  -0.9410
O  -3.58826  4.16727  0.70767  -0.6246
C  -1.91253  3.20724  -0.79931  -0.0473
H  -2.70119  -2.36297  -0.68699  0.4528
C  -5.53902  -2.15847  2.20326  -0.7371
C  1.05528  0.82330  -3.82220  0.5815
C  4.26081  1.16336  0.81454  -0.6721
P  -1.16271  -0.98792  1.45263  0.9346
C  -3.19699  -2.56752  2.64038  -0.5257
H  0.46151  -3.17712  -3.53852  0.5603
C  2.42922  0.16884  5.33804  -0.1223
H  -1.64415  0.43592  -6.21349  0.4902
C  -0.74523  2.05008  -4.67816  -0.5420
N  0.41886  0.63838  -6.20094  0.3331
H  2.32478  -3.31579  1.79190  0.2461
H  -3.61095  -0.06021  0.34750  0.4428
O  -1.67541  1.11964  3.77345  -0.4481
C  0.59281  -1.38845  6.86084  -0.7693
H  -0.53968  -1.44529  4.96921  0.3828
H  -1.68327  -0.31185  -8.66634  0.4038
H  0.03217  3.82283  2.59655  0.1845
C  0.31116  1.17057  -4.95453  -1.6327
H  -4.52351  3.56137  -4.08920  0.3345
H  -1.30971  2.41164  -5.53604  0.7567
H  1.92664  -0.96378  8.51840  0.4842
H  -0.19310  -3.37325  3.59835  0.4212
H  2.44859  0.93873  -6.35523  0.4439
C  -2.54644  3.52879  0.57833  -0.1475
C  0.14315  -2.74559  -2.60452  -0.6661
C  -4.53960  -2.86653  2.83439  -0.5510
C  -5.19797  -1.16596  1.26852  -0.5911
H  -4.79644  -3.68835  3.51700  0.4244
O  -1.80453  3.27919  1.67477  -0.6668
H  2.54641  -0.02439  -8.70431  0.4345
C  5.33713  0.43069  1.31192  -0.8151
H  -3.60491  2.00704  3.31501  0.2647
C  0.12135  4.91550  4.68056  -1.3906
H  -0.96053  4.72151  4.83488  0.3130
C  1.71785  0.21491  -6.68892  -0.5057
H  -1.83192  -3.51503  -2.79991  0.4701
H  1.42105  -5.68920  2.27363  0.4764
H  3.13195  0.80286  4.76349  0.5669
C  2.68678  -0.14399  6.68938  -0.8163
C  1.64777  0.35542  -8.21276  -0.8875
H  4.45684  -4.72070  1.26067  0.2004
C  1.89864  -5.09815  3.05878  -1.0255
H  -0.18552  -1.93263  7.41475  0.4359
C  0.90627  3.62303  4.37005  -0.0328
C  0.66451  -1.61520  -0.53826  -0.3498
C  -3.78355  3.64831  -4.88845  -0.8946
H  -2.39813  -3.14093  3.16187  0.1801
H  0.47744  -1.37549  -8.42809  0.3970
H  1.99304  -0.77351  -6.34337  0.3822
C  4.25285  -5.71925  1.66036  -0.8010
C  -1.18065  -2.88365  -2.19807  -0.9652
N  -1.89522  3.63739  -3.20931  0.0991
H  3.60063  0.20966  7.15373  0.4561
H  -4.26164  4.29258  -5.65094  0.3952
H  1.51142  1.41345  -8.50278  0.3548
H  0.23058  5.67355  3.91204  0.4426
N  0.42146  -0.37936  -8.72890  -0.1587
C  1.75798  -0.84768  7.46949  -0.6630
H  1.96491  3.83735  4.35825  0.2742
H  -0.18188  -3.57650  1.80475  0.7055
C  -0.79013  -0.02094  -6.70073  -0.5274
C  2.71100  -0.04626  2.23829  1.0841
O  -0.16480  1.81685  0.05068  -0.6917
H  -6.60662  -2.40770  2.38820  0.3943
C  -2.87940  -1.52946  1.74502  0.3662
H  6.33892  0.59037  0.92809  0.4352
H  5.92601  -1.11781  2.67435  0.5058

***

The least stable of them is A.